# 1
{"formula": "C41H54BrN2O5P2Pd", "method": "ωB97M-V with the def2-TZVPD basis set", "species": ["Pd", "C", "C", "C", "C", "C", "C", "C", "P", "C", "C", "C", "C", "C", "C", "C", "C", "C", "C", "C", "C", "C", "C", "H", "H", "H", "H", "H", "H", "H", "H", "H", "H", "H", "H", "H", "H", "H", "H", "H", "H", "H", "H", "C", "C", "C", "C", "O", "P", "O", "O", "O", "C", "C", "C", "C", "H", "H", "H", "H", "H", "H", "H", "H", "H", "H", "H", "H", "H", "H", "H", "H", "H", "H", "C", "N", "C", "C", "C", "N", "C", "C", "O", "H", "H", "H", "H", "H", "H", "H", "H", "H", "H", "H", "H", "Br", "C", "C", "C", "C", "C", "C", "H", "H", "H", "H"], "xyz": [[0.299, 0.465, 0.270], [3.790, 3.089, -0.722], [4.915, 2.160, -0.367], [6.198, 2.688, -0.215], [7.302, 1.878, -0.021], [7.147, 0.500, -0.037], [5.878, -0.038, -0.170], [4.742, 0.770, -0.275], [3.029, 0.071, -0.229], [3.060, -0.660, -1.949], [3.866, -1.769, -2.203], [3.960, -2.334, -3.464], [3.225, -1.789, -4.507], [2.395, -0.708, -4.262], [2.291, -0.129, -2.997], [1.312, 0.993, -2.785], [3.032, -1.449, 0.781], [4.029, -1.871, 1.655], [3.833, -2.945, 2.511], [2.606, -3.592, 2.517], [1.591, -3.155, 1.681], [1.760, -2.080, 0.799], [0.608, -1.632, -0.031], [4.022, 4.111, -0.424], [2.841, 2.817, -0.263], [3.647, 3.076, -1.807], [6.319, 3.764, -0.253], [8.282, 2.319, 0.121], [8.004, -0.156, 0.061], [5.776, -1.113, -0.205], [4.412, -2.224, -1.385], [4.596, -3.195, -3.628], [3.282, -2.216, -5.501], [1.792, -0.302, -5.067], [0.619, 1.065, -3.624], [1.802, 1.959, -2.649], [0.754, 0.778, -1.864], [4.965, -1.332, 1.710], [4.621, -3.246, 3.191], [2.434, -4.432, 3.180], [0.625, -3.648, 1.702], [-0.277, -2.233, 0.152], [0.819, -1.658, -1.105], [2.563, -0.012, 4.002], [1.532, 1.102, 3.952], [0.178, 0.591, 4.438], [2.001, 2.273, 4.810], [1.380, 1.425, 2.554], [1.101, 2.884, 1.922], [2.154, 3.849, 2.312], [0.850, 2.579, 0.454], [-0.299, 3.211, 2.663], [-0.885, 4.528, 2.718], [-2.298, 4.309, 3.237], [-0.925, 5.151, 1.327], [-0.109, 5.415, 3.688], [2.767, -0.289, 5.039], [3.493, 0.321, 3.538], [2.208, -0.892, 3.467], [0.240, 0.291, 5.487], [-0.122, -0.272, 3.839], [-0.577, 1.368, 4.327], [2.175, 1.901, 5.822], [1.259, 3.070, 4.847], [2.922, 2.700, 4.416], [-2.847, 3.645, 2.570], [-2.825, 5.263, 3.298], [-2.267, 3.862, 4.233], [-1.434, 4.482, 0.631], [0.085, 5.327, 0.952], [-1.459, 6.103, 1.366], [-0.192, 5.027, 4.706], [-0.525, 6.425, 3.670], [0.944, 5.449, 3.411], [-2.681, -2.705, -2.171], [-3.537, -2.991, -1.038], [-4.440, -4.115, -1.114], [-5.631, -3.836, -0.218], [-5.133, -3.686, 1.205], [-3.983, -2.807, 1.259], [-3.631, -2.286, 2.560], [-3.269, -2.364, 0.160], [-2.435, -1.481, 0.245], [-3.287, -2.535, -3.064], [-1.987, -3.530, -2.366], [-2.102, -1.812, -1.950], [-3.945, -5.048, -0.804], [-4.750, -4.238, -2.153], [-6.373, -4.633, -0.280], [-6.093, -2.901, -0.543], [-4.873, -4.670, 1.620], [-5.922, -3.269, 1.840], [-4.423, -1.644, 2.959], [-2.719, -1.703, 2.470], [-3.465, -3.109, 3.262], [-5.532, 3.533, -0.654], [-3.868, 2.643, -0.384], [-2.861, 2.778, -1.321], [-1.658, 2.104, -1.124], [-1.451, 1.300, -0.005], [-2.475, 1.217, 0.936], [-3.685, 1.875, 0.753], [-3.003, 3.407, -2.190], [-0.868, 2.252, -1.847], [-2.332, 0.633, 1.834], [-4.476, 1.791, 1.488]], "mulliken_charge": [-0.2151, -0.7344, 0.7641, -0.8714, -0.6485, -0.9756, -0.7566, 1.0996, 2.3520, 0.8462, -0.8722, -0.8561, -0.7458, -0.7792, 0.6263, -0.3462, 0.6730, -0.8692, -0.9047, -0.8180, -0.7779, 1.1169, -2.3709, 0.4347, -0.4771, 0.3143, 0.4104, 0.3857, 0.4212, 0.3271, 0.0768, 0.4224, 0.3731, 0.4020, 0.4671, 0.2803, -0.6152, 0.5109, 0.3912, 0.3613, 0.3962, 0.1535, 0.2981, -1.5128, 1.6894, -1.2036, -1.6763, 0.3959, 0.6368, -0.9980, -0.5496, 0.5985, 1.5942, -1.5631, -1.3933, -1.8636, 0.5257, 0.3542, 0.0154, 0.4471, 0.0697, 0.0739, 0.5229, 0.1024, 0.3718, 0.0956, 0.4041, 0.3617, 0.2099, 0.3228, 0.5153, 0.3269, 0.4883, 0.2777, -1.0349, 0.3117, -0.6758, -0.7194, -0.7095, 0.4032, -0.8843, -0.0373, -0.6930, 0.3881, 0.3257, 0.1393, 0.2698, 0.3815, 0.3770, 0.3139, 0.3228, 0.3482, 0.3363, -0.0283, 0.3815, -0.2688, -0.0290, -0.7183, -0.2929, 0.9508, 0.3994, -0.9028, 0.3911, 0.2083, 0.3066, 0.5292], "orbital_gap_ha": [0.2391, 0.2391], "homo_energy_ev": [-4.1417, -4.1424], "charge": -1, "relative_energy_kcal_mol": 0.0, "lumo_energy_ev": [2.36, 2.36]}



# 2
{"formula": "C5H10O", "method": "ωB97M-V with the def2-TZVPD basis set", "species": ["C", "C", "C", "C", "O", "C", "H", "H", "H", "H", "H", "H", "H", "H", "H", "H"], "xyz": [[0.026, -0.288, -1.401], [-0.280, 0.690, -0.266], [0.602, 1.944, -0.294], [-0.113, 0.220, 1.151], [0.568, -0.950, 1.146], [-0.512, -1.788, 1.606], [-0.638, -1.161, -1.378], [1.053, -0.658, -1.337], [-0.105, 0.203, -2.372], [-1.332, 1.012, -0.312], [1.658, 1.654, -0.232], [0.373, 2.590, 0.558], [0.445, 2.496, -1.222], [-0.668, -1.681, 2.681], [-1.458, -1.556, 1.086], [-0.199, -2.778, 1.292]], "nbo_charge": [-0.6202, -0.4180, -0.5963, 0.3862, -0.5876, -0.2772, 0.2069, 0.2165, 0.2114, 0.2283, 0.2064, 0.2296, 0.2171, 0.2062, 0.1823, 0.2083], "orbital_gap_ha": 0.3173, "homo_energy_ev": -8.0286, "relative_energy_kcal_mol": 94.7, "lumo_energy_ev": 0.61}



# 3
{"formula": "C6H13N2", "method": "ωB97M-V with the def2-TZVPD basis set", "species": ["C", "C", "C", "C", "C", "C", "N", "N", "H", "H", "H", "H", "H", "H", "H", "H", "H", "H", "H", "H", "H"], "xyz": [[0.961, -2.125, 0.497], [0.221, 0.698, -1.705], [0.299, -1.270, -0.190], [1.621, 0.869, 1.763], [-0.565, 1.339, 1.392], [-1.682, -0.983, -1.472], [0.568, 0.539, 1.246], [-0.290, -0.634, -1.108], [1.503, -2.903, 0.012], [1.001, -2.044, 1.617], [-0.465, 1.545, -1.174], [0.049, 0.690, -2.835], [2.514, 0.245, 1.649], [1.729, 1.737, 2.414], [1.278, 0.855, -1.535], [-0.632, 1.972, 0.443], [-1.502, 0.673, 1.449], [-0.464, 2.130, 2.195], [-1.922, -2.106, -1.710], [-1.885, -0.473, -2.456], [-2.337, -0.753, -0.492]], "nbo_charge": [-0.4495, -0.4130, 0.5251, 0.0067, -0.4442, -0.4454, -0.4364, -0.3664, 0.2780, 0.2867, 0.2336, 0.2481, 0.1827, 0.1719, 0.2432, 0.2025, 0.2172, 0.2160, 0.2571, 0.2467, 0.2393], "orbital_gap_ha": 0.3758, "homo_energy_ev": -13.6720, "charge": 1, "relative_energy_kcal_mol": 99.9, "lumo_energy_ev": -3.45}



# 4
{"formula": "C3H11NOS", "method": "ωB97M-V with the def2-TZVPD basis set", "species": ["C", "N", "C", "C", "S", "H", "H", "H", "H", "H", "H", "H", "H", "H", "H", "H", "O"], "xyz": [[1.804, 2.116, -0.554], [0.785, 1.068, -0.684], [-0.028, 0.629, 0.469], [-0.806, -0.635, 0.154], [-2.161, -0.985, 1.319], [1.501, 2.920, -1.225], [2.824, 1.767, -0.715], [1.751, 2.585, 0.433], [0.152, 1.335, -1.433], [0.751, 0.476, 1.224], [-0.666, 1.448, 0.827], [-1.315, -0.478, -0.796], [-0.119, -1.468, 0.016], [-1.304, -1.696, 2.082], [2.592, -1.367, -1.058], [1.535, -0.393, -1.427], [2.065, -1.147, -1.830]], "nbo_charge": [-0.4129, -0.6574, -0.2238, -0.5297, -0.0282, 0.2015, 0.2031, 0.1870, 0.3620, 0.1895, 0.1804, 0.2142, 0.2370, 0.1245, 0.4497, 0.4815, -0.9784], "orbital_gap_ha": 0.3720, "homo_energy_ev": -9.3653, "relative_energy_kcal_mol": 17.0, "lumo_energy_ev": 0.76}



# 5
{"formula": "C2H7O2", "method": "ωB97M-V with the def2-TZVPD basis set", "species": ["O", "H", "C", "O", "C", "H", "H", "H", "H", "H", "H"], "xyz": [[0.586, 1.402, -2.679], [-0.316, 1.547, -2.244], [0.012, 0.250, 0.895], [1.204, 0.549, 0.316], [-0.383, -1.264, 0.851], [-0.887, 0.682, 0.497], [-0.193, 0.722, 1.933], [1.135, 1.130, -1.938], [0.019, -1.874, 1.773], [0.267, -1.637, -0.052], [-1.444, -1.507, 0.648]], "nbo_charge": [-0.9893, 0.4653, -0.0226, -0.9668, -0.6626, 0.0604, 0.0576, 0.5131, 0.1645, 0.2107, 0.1697], "orbital_gap_ha": 0.2626, "homo_energy_ev": -2.5145, "charge": -1, "relative_energy_kcal_mol": 22.4, "lumo_energy_ev": 4.63}